No. 1
39
Properties=species:S:1:pos:R:3:forces:R:3 method="wB97M-V/def2-TZVPD" relative_energy_kcal_mol=13.6 e_tot_ha=-999.17210 spin_multiplicity=3 homo_lumo_gap_ev="8.514 / 6.510" charge=+2
Pt 0.1963 -0.3553 0.8395 0.0 0.0 -0.1
C 0.4678 -2.2703 -3.1638 0.0 0.0 -0.1
C 0.4945 -2.0472 -1.7863 0.0 -0.1 -0.1
N 0.1587 -0.8775 -1.2645 0.1 0.0 0.5
C -0.2342 0.1335 -2.0738 0.0 -0.1 -0.4
C -0.3007 -0.0086 -3.4662 0.0 0.0 0.3
C 0.0739 -1.2556 -4.0033 0.0 0.0 0.0
C -0.7424 1.1010 -4.2537 -0.1 0.2 -0.1
C -1.0942 2.2722 -3.6741 0.0 -0.1 -0.2
C -1.0258 2.4433 -2.2552 0.1 -0.2 0.2
C -1.3698 3.6354 -1.5891 0.0 0.0 0.1
C -1.2532 3.7117 -0.2212 0.0 0.0 -0.1
C -0.7976 2.5999 0.4888 0.0 0.1 0.0
N -0.4821 1.4669 -0.1191 0.1 -0.4 0.3
C -0.5879 1.3723 -1.4651 -0.1 0.3 -0.2
H 0.7541 -3.2379 -3.5498 0.0 0.0 0.0
H 0.7836 -2.8357 -1.1043 0.0 0.0 0.0
H 0.0473 -1.4061 -5.0753 0.0 0.0 0.0
H -0.7927 0.9856 -5.3286 0.0 0.0 0.0
H -1.4323 3.1028 -4.2799 0.0 0.0 0.0
H -1.7227 4.4854 -2.1598 0.0 0.0 0.0
H -1.5044 4.6167 0.3127 0.0 0.0 0.0
H -0.6797 2.6421 1.5634 0.0 -0.1 0.0
C 2.8990 -1.5022 1.7529 0.3 -0.1 0.0
O 1.8866 -0.6341 2.3173 -0.4 0.0 -0.5
C 1.3964 -1.0222 3.6140 -0.2 -0.2 0.2
C 0.2450 -1.9923 3.4670 0.3 0.0 0.2
O -0.7506 -1.4498 2.5799 0.2 0.4 -0.4
C -1.7483 -0.6097 3.2087 -0.3 0.0 0.2
H 3.6237 -1.7631 2.5232 0.0 0.1 0.0
H 3.4029 -0.9377 0.9729 -0.1 0.0 0.0
H 2.4673 -2.4163 1.3416 -0.1 0.0 0.1
H 1.0818 -0.1043 4.1103 0.0 0.0 0.0
H 2.2017 -1.4760 4.1923 0.0 0.1 0.0
H -0.2012 -2.1994 4.4400 0.0 0.0 0.0
H 0.5718 -2.9326 3.0233 -0.1 0.0 0.0
H -2.0791 -1.0725 4.1376 0.0 -0.1 0.0
H -2.5911 -0.5511 2.5252 0.1 0.0 -0.1
H -1.3626 0.3887 3.4224 0.1 -0.1 0.0

***

No. 2
40
Properties=species:S:1:pos:R:3:forces:R:3 method="wB97M-V/def2-TZVPD" relative_energy_kcal_mol=73.2 e_tot_ha=-1353.86294 homo_lumo_gap_ev=8.882 smiles="CCOc1ccc(/C=N/OCC(=O)NCc2cccs2)cc1"
C -5.9574 -0.5630 -1.1780 0.4 0.1 0.1
C -4.4937 -0.1870 -1.3450 -0.2 -0.1 -0.3
O -4.0110 0.2294 -0.0809 0.0 0.0 0.2
C -2.7246 0.6354 0.0371 0.3 0.1 0.2
C -1.7937 0.6652 -1.0009 -0.4 -0.1 -0.1
C -0.5030 1.0868 -0.7584 0.1 0.2 0.3
C -0.1055 1.4950 0.5147 -0.7 -0.2 -0.3
C 1.2558 1.9047 0.7785 1.0 0.3 0.4
N 2.1395 1.8067 -0.1261 0.1 -0.2 -0.7
O 3.4345 2.1865 0.2348 -0.4 0.3 0.8
C 4.3355 1.7829 -0.7768 -0.1 -0.2 -0.4
C 4.3439 0.2593 -0.9654 0.0 0.5 0.4
O 4.6103 -0.2680 -2.0207 0.0 -0.1 -0.4
N 4.0476 -0.4095 0.1683 0.1 -0.1 0.4
C 3.6565 -1.8052 0.1845 0.1 0.0 -0.1
C 2.2007 -1.9213 0.5056 -0.2 -0.1 -0.2
C 1.6140 -1.8275 1.7316 0.3 -0.1 -0.2
C 0.2049 -1.8980 1.6787 -0.2 0.0 -0.1
C -0.2578 -2.0374 0.4115 0.1 -0.1 -0.3
S 1.0127 -2.0724 -0.7426 0.1 0.0 0.6
C -1.0452 1.4710 1.5480 0.2 0.0 -0.3
C -2.3316 1.0453 1.3151 -0.3 -0.1 -0.2
H -6.5220 0.2941 -0.8219 -0.1 0.1 0.0
H -6.0543 -1.3665 -0.4531 0.0 -0.1 0.0
H -6.3656 -0.8895 -2.1301 -0.1 0.0 -0.1
H -3.9178 -1.0519 -1.7024 0.0 0.1 0.0
H -4.3916 0.6285 -2.0738 0.1 -0.1 0.1
H -2.0654 0.3562 -1.9979 -0.1 0.0 -0.1
H 0.2235 1.1029 -1.5549 0.0 0.0 -0.1
H 1.4878 2.2735 1.7803 0.2 0.0 0.0
H 5.3187 2.1300 -0.4511 -0.1 0.0 0.0
H 4.0848 2.2436 -1.7378 0.0 -0.1 0.1
H 3.7959 0.1343 0.9815 0.0 0.0 -0.2
H 3.8764 -2.2049 -0.8079 0.1 0.0 0.2
H 4.2520 -2.3382 0.9342 -0.1 0.0 -0.2
H 2.1706 -1.7257 2.6470 0.2 0.0 0.2
H -0.4308 -1.8491 2.5442 -0.2 0.0 0.1
H -1.2739 -2.1182 0.0823 -0.2 0.0 0.0
H -0.7566 1.7841 2.5411 0.0 0.0 0.1
H -3.0639 1.0178 2.1066 -0.1 0.0 0.1

***

No. 3
40
Properties=species:S:1:pos:R:3:forces:R:3 method="wB97M-V/def2-TZVPD" relative_energy_kcal_mol=342.6 e_tot_ha=-989.52845 homo_lumo_gap_ev=8.517
O -0.1951 0.5672 -1.1730 0.5 -2.7 -1.4
C 0.0296 1.5996 -0.6569 -4.6 5.0 1.8
N -1.0227 2.5688 -0.4814 -3.9 -5.1 -5.7
H -1.0597 3.0333 0.3396 -0.4 1.4 3.3
C -2.4675 1.6991 -0.7629 0.7 8.6 11.3
C -2.7575 0.7928 0.5898 3.4 2.9 0.4
O -2.3230 0.9917 1.8068 -1.5 -0.2 -4.9
N -3.4063 -0.2182 0.1513 -0.3 -4.9 4.0
C -4.0401 -0.6083 -1.0807 4.0 -0.8 -0.3
C -4.4701 -2.0957 -0.7372 -5.5 4.2 -2.2
H -5.4644 -2.0664 -1.2867 1.3 -1.5 -0.2
C -4.8564 -1.9733 0.6778 9.9 -8.3 0.8
C -3.5631 -1.4273 1.1923 -5.8 9.3 3.1
H -3.7557 -0.6687 2.2988 0.8 -2.8 -3.1
H -2.6896 -1.8701 1.2765 3.8 -2.8 0.2
H -4.8367 -3.1083 1.3159 -0.1 2.3 -2.2
H -5.6610 -1.7414 1.0695 -7.7 3.8 2.8
H -3.7801 -2.8338 -0.9066 1.5 -1.6 -0.9
H -3.1483 -0.5119 -1.8584 -2.6 -0.4 0.8
H -4.8356 0.0973 -1.1224 -1.0 0.1 -1.4
H -2.5644 1.3813 -1.6721 -0.4 -1.9 -5.0
H -3.3700 2.7564 -0.4145 2.5 -3.2 -1.7
N 1.0580 2.2175 -0.1114 3.3 0.1 1.8
C 2.2204 1.4918 0.1152 2.7 -0.5 -4.0
C 2.4519 0.2882 -0.6286 2.0 -2.8 4.8
C 3.7863 -0.4789 -0.2103 -4.6 0.0 -2.4
C 3.9441 -2.0500 -0.4890 5.4 12.9 2.6
C 5.2111 -2.2317 -0.2881 -3.6 -12.6 -4.3
N 6.1293 -1.7222 0.3374 6.9 5.2 3.1
C 6.0548 -0.4627 0.5645 -0.2 5.6 0.6
C 4.8045 0.3595 0.2624 2.2 -11.2 -1.6
C 4.5662 1.5854 0.4960 2.3 7.8 3.4
C 3.4069 2.2279 0.4666 -1.8 -8.5 -2.0
H 3.2019 3.1024 0.6719 -0.9 8.9 2.4
H 5.3947 2.1192 1.0106 -0.2 0.1 -0.7
H 6.9193 0.3172 0.9177 -1.5 -2.8 -0.3
H 5.4173 -3.4289 -0.6254 0.2 2.5 0.9
H 3.1290 -2.4506 -0.6122 -7.7 -5.1 -2.1
H 1.6120 -0.4109 -0.7608 0.6 0.7 -0.7
H 0.9304 3.1630 0.3182 0.2 -1.6 -0.8

***

No. 4
40
Properties=species:S:1:pos:R:3:forces:R:3 method="wB97M-V/def2-TZVPD" relative_energy_kcal_mol=13.2 e_tot_ha=-1312.96592 homo_lumo_gap_ev=8.694 smiles="Cc1cccc(NCC(=O)NNC(=S)Nc2ccccc2)c1"
C -1.9605 -4.0962 2.6047 0.0 0.0 0.0
C -2.1993 -2.6174 2.6489 -0.1 0.1 0.1
C -3.3937 -2.1187 3.1562 0.0 -0.1 0.0
C -3.6150 -0.7542 3.1982 0.0 0.0 0.0
C -2.6525 0.1259 2.7442 0.0 0.1 0.0
C -1.4481 -0.3559 2.2342 -0.2 -0.1 0.1
N -0.5187 0.5416 1.7208 0.0 0.3 0.2
C 0.8781 0.2014 1.6069 0.1 -0.1 -0.1
C 1.2508 -0.4452 0.2703 0.0 -0.1 0.2
O 2.3825 -0.7561 -0.0151 0.3 0.0 0.0
N 0.1865 -0.6236 -0.5543 -0.5 -0.2 -0.3
N 0.3177 -0.9825 -1.8902 -0.1 -0.1 0.5
C 1.2557 -0.4201 -2.7158 0.1 0.0 -0.2
S 1.7953 -1.2838 -4.0097 0.2 -0.3 -0.3
N 1.6980 0.8411 -2.4958 0.2 -0.1 0.0
C 1.1798 1.8271 -1.6550 -0.3 0.4 0.3
C -0.1951 1.9984 -1.5026 0.1 0.2 -0.1
C -0.6796 2.9792 -0.6575 0.0 0.0 0.0
C 0.1933 3.8070 0.0290 0.0 0.1 0.1
C 1.5601 3.6631 -0.1509 0.0 0.1 0.0
C 2.0548 2.6833 -0.9900 -0.1 -0.2 -0.1
C -1.2373 -1.7331 2.1869 0.1 0.1 0.0
H -2.7630 -4.5946 2.0631 0.0 -0.1 0.0
H -1.9397 -4.5043 3.6146 0.0 -0.1 0.0
H -1.0156 -4.3267 2.1194 0.0 -0.1 0.0
H -4.1481 -2.8017 3.5165 -0.1 -0.1 0.0
H -4.5440 -0.3702 3.5933 -0.1 0.0 0.0
H -2.8248 1.1925 2.7824 0.0 0.1 0.0
H -0.7029 1.5026 1.9655 0.1 -0.1 -0.1
H 1.4830 1.1084 1.6813 -0.1 -0.1 0.0
H 1.2072 -0.4777 2.4047 0.0 0.1 -0.1
H -0.7018 -0.2244 -0.2677 0.3 0.0 -0.2
H 0.1845 -1.9713 -2.0866 0.1 0.3 0.1
H 2.5601 1.0594 -2.9771 -0.2 -0.1 0.0
H -0.8755 1.3777 -2.0663 0.0 -0.1 0.0
H -1.7464 3.1036 -0.5448 -0.1 0.0 0.0
H -0.1885 4.5719 0.6883 0.0 0.1 0.0
H 2.2452 4.3170 0.3678 0.1 0.1 0.0
H 3.1191 2.5628 -1.1255 0.1 -0.1 0.0
H -0.3156 -2.1234 1.7825 0.1 -0.1 0.0

***

No. 5
39
Properties=species:S:1:pos:R:3:forces:R:3 method="wB97M-V/def2-TZVPD" e_tot_ha=-1343.22935 homo_lumo_gap_ev=6.185 charge=-1
Pt 0.0000 0.0000 0.0000 -1.7 -1.9 1.4
C 2.8779 -0.9290 0.7298 -0.3 -0.8 0.6
N 2.0565 0.0378 0.0000 -0.4 0.3 -0.4
C 2.2032 -0.1784 -1.4426 0.4 -0.2 -1.2
C 2.4314 1.4093 0.3784 0.2 1.0 0.2
C 1.3847 2.4257 0.0003 -0.1 1.5 -0.2
C 1.7265 3.7580 -0.2649 0.0 -0.1 0.0
C 0.7323 4.6965 -0.5497 0.1 -0.1 0.1
C -0.6087 4.3126 -0.5611 0.1 -0.2 0.2
C -0.9547 2.9911 -0.2861 0.3 0.5 0.1
C 0.0378 2.0559 0.0000 0.5 -1.2 -0.5
H 3.9461 -0.8122 0.5132 0.0 0.3 -0.2
H 2.5839 -1.9539 0.4770 -0.1 0.4 -0.1
H 2.7309 -0.8221 1.8105 -0.1 0.2 -0.3
H 3.2383 -0.0432 -1.7772 0.3 0.1 0.2
H 1.5659 0.5002 -2.0190 0.2 0.0 0.3
H 1.8884 -1.1941 -1.7084 0.1 0.2 0.3
H 3.4023 1.6785 -0.0586 0.1 -0.1 0.0
H 2.5397 1.4796 1.4691 0.0 -0.4 -0.2
H 2.7670 4.0730 -0.2461 0.0 0.0 -0.1
H 1.0025 5.7287 -0.7560 0.0 -0.1 0.0
H -1.3828 5.0432 -0.7792 0.1 0.0 0.0
H -1.9953 2.6811 -0.2867 0.1 0.0 -0.1
O -9.0650 0.5156 -1.0264 -0.9 0.1 -0.2
C -8.4089 -0.0244 0.0256 1.0 -0.3 0.8
O -9.0181 -0.5008 0.9699 0.2 0.6 -1.3
C -6.9149 0.0149 -0.0433 -0.7 -0.1 0.2
C -6.1886 0.4099 -1.1771 1.1 -0.1 0.4
C -4.7892 0.4129 -1.1528 -1.6 0.2 -0.7
C -4.1103 0.0084 -0.0075 1.5 -0.1 -0.1
S -2.3999 0.0000 0.0000 0.2 0.0 0.1
C -4.8161 -0.3971 1.1207 -1.7 -0.2 0.5
C -6.2142 -0.3920 1.1029 1.1 0.0 0.0
H -8.5044 0.9534 -1.6856 0.2 -0.4 0.6
H -6.6515 0.7067 -2.1083 -0.2 0.0 -0.1
H -4.2340 0.7237 -2.0352 0.0 -0.1 0.3
H -4.2893 -0.7214 2.0147 0.0 0.1 -0.3
H -6.7490 -0.7154 1.9925 -0.1 0.1 -0.3
H 0.0000 -1.7178 0.0000 0.2 0.8 -0.1